158
Properties=species:S:1:pos:R:3:forces:R:3 method="wB97M-V/def2-TZVPD" e_homo_ev=-4.5 total_charge=-1 orbital_gap_ev=4.52 e_lumo_ev=0.04 fmax_ev_per_a=3.139 multiplicity=1 molar_mass_g_mol=1196.78
H 5.1015 -9.3245 -1.0178 0.0 0.0 0.0
H 4.2216 -5.6680 -3.0636 -0.1 0.1 0.1
C -3.2158 1.4134 -0.2994 1.1 1.2 0.1
B -0.0214 2.9257 0.8000 0.4 0.9 0.0
O -1.3318 8.1269 2.6713 -0.6 -0.1 0.5
H 5.6917 -11.4528 3.2591 -0.1 0.1 0.1
H -4.6501 3.8479 -1.8158 0.0 0.2 -0.1
C -5.5786 0.9072 -11.3511 0.0 0.0 0.1
H -4.4898 0.4458 -3.1373 -0.1 -0.2 0.3
H 2.6298 6.3415 2.2056 -0.2 -0.1 0.1
H 7.2001 2.9554 -0.5341 0.1 -0.1 0.3
C -6.5231 2.2372 -9.1043 0.0 0.1 -0.1
H 4.1010 -1.2560 -1.5805 -0.2 0.1 -0.1
O -6.9072 2.4368 -6.7916 0.0 0.0 0.0
H 4.7456 4.2420 -0.3382 0.0 0.0 -0.1
C 5.4027 0.3547 -0.9084 -0.8 0.3 -0.7
O 0.4383 1.6301 1.0991 -0.8 0.0 0.0
H 1.9655 3.3816 2.7231 0.0 0.0 0.0
O -1.2220 1.7269 4.3162 -1.4 0.1 -0.5
H 0.3383 -1.3414 1.2039 0.0 0.0 0.1
O -7.4782 4.6189 -11.6376 0.0 0.0 0.0
C -4.5806 1.3435 -2.5128 0.6 -0.4 -1.3
C -3.2102 1.5883 -1.8290 -0.9 -0.6 -0.1
C -7.0602 2.9182 -7.8942 0.1 -0.1 0.3
H 2.6626 5.0549 1.0363 -0.1 0.1 0.0
C -3.1823 2.7809 0.4822 -0.4 -1.1 -0.1
H -1.9673 1.7000 1.8642 -0.1 0.1 0.2
C 5.4756 1.8869 -1.1747 -0.1 -1.0 0.7
F -1.4764 3.0495 7.0021 0.0 -1.1 0.9
H 3.4666 -0.3384 -0.2332 -0.2 0.2 -0.1
C -5.8575 1.0257 -8.9644 0.1 -0.2 0.0
C 2.7580 -4.5172 -1.1306 0.0 0.3 -0.2
C 5.1428 -11.7603 6.5916 0.0 0.1 -0.1
C 0.5539 -3.1910 2.2721 0.0 0.0 0.0
C 3.3832 -5.8694 -1.1003 0.0 -0.1 0.1
H -2.9605 2.8727 2.6435 0.1 0.4 0.0
C 3.7153 -9.2531 6.1831 0.0 -0.1 0.2
H -2.8586 2.5718 -2.1408 0.1 0.1 0.3
C 5.1112 -11.2102 5.3088 0.0 0.0 0.1
C 4.6133 -8.3584 -1.0421 0.0 0.1 -0.1
H -0.0086 1.0160 0.4955 0.4 0.0 0.2
H -2.5048 0.8739 -2.2612 0.0 0.0 0.0
C 3.2446 -6.6937 0.0172 0.0 0.1 -0.1
C 4.3817 5.1352 2.3267 0.1 0.2 -0.9
C 2.0036 -4.0581 0.0666 0.0 -0.1 0.1
O 4.4804 -11.5667 8.8420 0.0 0.0 -0.1
H -0.0144 -2.8507 3.1282 0.0 0.0 0.0
F -1.2472 4.9843 6.2523 0.3 1.6 0.0
H -4.1591 2.6896 -4.1923 0.1 -0.1 0.1
H 4.4445 2.2417 -1.2451 0.1 0.2 0.1
H -4.0301 8.5452 3.8203 0.0 -0.2 0.0
H -2.2788 0.9080 -0.0358 -0.2 -0.3 0.1
H -4.8263 7.0301 3.2661 0.2 0.0 0.1
H -9.4646 6.5032 -6.2392 0.0 0.0 0.0
H -4.2099 2.9409 0.8070 0.0 0.6 -0.3
C 5.5230 3.9469 0.3691 0.3 -0.1 0.6
C -8.3524 4.8225 -6.9589 -0.1 0.1 0.1
C 2.3245 -8.0305 8.2504 0.0 0.0 -0.1
H -4.8712 -0.5826 -9.9744 0.0 0.0 0.0
H -8.6918 6.4449 -10.4490 0.1 -0.1 0.0
C 1.8272 -4.9023 1.1666 0.1 0.0 -0.1
H 5.6435 0.1432 0.1325 0.3 -0.1 -0.1
O -1.6348 5.0082 3.5251 -0.4 -0.5 0.9
H -5.7126 0.6009 -7.9800 -0.1 0.1 0.0
H 0.6867 3.0048 -2.4194 -0.1 0.1 -0.1
H -2.8682 3.5387 -0.2328 0.0 0.4 0.4
O 4.4403 -9.4009 3.9564 0.1 -0.1 -0.1
C -1.0735 3.6535 1.7641 0.2 -0.2 -1.0
C 3.9940 -0.2438 -1.1855 0.7 -0.2 0.5
C 3.8662 -7.9363 0.0445 0.1 -0.2 0.0
H -6.3259 3.4644 -2.1811 0.0 0.2 0.1
H 2.9903 -9.6608 9.4711 0.1 -0.1 -0.1
O -3.5566 7.9242 1.8801 0.2 0.2 0.6
C 1.9532 3.0988 -0.4857 0.0 0.7 -0.6
H -5.3864 1.1314 -1.8072 0.0 0.3 0.1
C 2.3472 -7.4505 6.9853 0.0 -0.1 0.1
C 5.7274 -11.8735 4.2552 0.1 -0.1 -0.1
C -5.3861 0.3631 -10.0848 0.0 0.0 -0.1
C 2.4337 -6.2599 1.1873 -0.1 -0.2 0.3
H 1.7741 -7.5564 9.0530 0.0 0.0 0.0
C -5.3577 3.6974 -2.6321 0.0 -0.4 -0.3
H 2.4367 3.1296 0.4843 0.0 -0.2 0.1
H 1.8189 -6.5231 6.8050 0.0 0.0 0.0
C -9.1451 6.6094 -8.3610 0.0 -0.1 0.0
H -8.2586 4.3677 -5.9816 0.1 -0.1 -0.1
C 5.8147 -12.9558 6.8160 0.1 -0.2 0.0
C 2.0239 4.4251 3.0432 0.2 1.3 -0.3
H 4.1814 3.0377 1.8236 0.1 -0.1 0.1
C 0.7487 -2.3430 1.1873 0.0 0.0 0.0
H 2.0420 2.0996 -0.9310 0.0 -0.1 0.3
H 0.6068 5.5486 4.2228 -0.1 0.2 -0.1
H 6.9521 -14.5430 5.9398 0.0 0.0 0.0
C 3.7082 -9.8265 7.4566 0.0 0.0 -0.1
H 6.0991 -0.1523 -1.5779 0.3 -0.1 0.3
C 6.2481 2.6630 -0.0818 -0.2 0.6 -1.2
C 4.1227 -6.3032 -2.1935 0.1 -0.1 -0.1
C -9.0284 6.0218 -7.1050 0.0 0.0 -0.1
H 6.8552 -13.5916 3.6571 0.0 0.0 0.0
C -8.5976 5.9903 -9.4719 -0.1 0.2 0.0
C 6.4326 -13.6096 5.7637 0.0 0.0 -0.1
C 6.3815 -13.0727 4.4808 0.0 0.0 0.1
H -1.7679 8.9264 3.0118 0.4 0.1 -0.5
C -4.9614 2.4689 -3.4857 -0.8 0.6 1.1
H -3.4366 5.1635 2.1484 -0.3 -0.1 0.3
H -4.0629 0.8268 0.0545 0.1 -0.3 -0.1
N 0.5469 3.5831 -0.4155 0.6 -1.3 0.2
O 2.2809 -7.0006 2.1373 0.0 0.0 0.0
C 4.7358 -7.5445 -2.1645 0.0 0.0 0.1
C 0.6313 5.0985 3.2310 1.5 -2.0 0.2
C 4.4479 -11.0887 7.7259 0.0 -0.1 0.3
H 2.5621 4.4643 3.9912 -0.2 -0.4 0.1
H 0.5252 5.8794 2.4854 -0.6 -0.1 -0.1
H -0.4707 2.0634 -1.5041 -0.3 0.1 -0.3
H -9.6680 7.5508 -8.4719 0.0 0.0 0.0
C 1.0918 -4.4669 2.2623 -0.1 0.1 0.1
H 3.4024 0.3706 -1.8635 0.0 -0.1 -0.1
F -2.9395 3.8082 5.6629 -1.7 0.0 -0.3
C -2.3321 2.7294 1.7677 0.4 -1.0 0.3
H 1.6144 -2.1174 -0.7606 0.1 -0.1 0.0
C 3.0063 -9.2126 8.4867 -0.1 0.1 0.1
H -5.4702 4.6162 -3.2100 0.1 0.0 0.0
C 2.8755 5.2833 2.0827 0.4 -0.2 0.3
H -6.3718 2.5481 -12.4782 0.0 0.1 0.1
B -2.2828 5.5633 2.2822 0.1 -0.6 -0.5
H 6.2438 4.7685 0.4164 -0.1 0.1 -0.1
H 6.4798 2.0287 0.7744 -0.1 0.0 0.0
H 3.0543 -7.6121 4.9672 0.0 -0.1 0.0
C 3.0406 -8.0599 5.9532 -0.1 0.2 0.0
H 4.6480 5.3156 3.3703 -0.2 -0.2 0.1
H 0.9447 -5.1247 3.1083 0.1 -0.1 -0.1
H -5.3398 8.5953 2.6610 0.1 0.0 -0.2
O 0.6482 2.8156 5.2229 1.0 1.2 0.4
C 4.9530 3.8127 1.7866 0.1 0.3 0.2
H 5.7918 3.4982 2.4160 -0.2 -0.2 0.1
O -1.4451 4.8980 1.2343 0.4 0.3 -0.2
H 2.5213 3.7849 -1.1298 -0.1 0.0 0.0
C -0.5609 4.1381 3.1847 -2.2 2.3 -0.2
C 4.4262 -9.9117 5.0561 -0.1 0.2 -0.3
H 5.8498 -13.3752 7.8126 -0.1 0.1 0.0
C -0.0924 3.0856 -1.6572 0.4 0.4 0.3
C -7.7966 4.1996 -8.0694 0.0 0.1 -0.1
C -6.6961 2.7947 -10.3727 0.0 0.0 0.1
C -7.9296 4.7800 -9.3326 0.0 -0.1 0.1
C -1.6791 3.7967 5.9340 1.2 -0.3 -0.7
C 1.4666 -2.7766 0.0849 -0.1 0.1 0.0
H 3.7685 -8.5697 0.9171 -0.1 0.1 0.1
H 4.8775 5.9453 1.7735 0.1 0.0 0.1
C -4.4597 8.0164 2.9562 -0.5 0.1 0.0
C -6.2267 2.1222 -11.4944 0.1 -0.1 -0.1
H -0.8419 3.7702 -2.0517 -0.3 -0.2 0.3
O 2.8681 -3.8065 -2.1093 0.0 -0.1 0.0
H -5.8536 2.2041 -4.0577 0.2 -0.2 -0.2
H -5.2196 0.3815 -12.2268 0.0 0.0 0.0
H 5.3149 -7.8793 -3.0160 0.0 0.0 0.0
C -7.3751 4.1091 -10.5399 0.0 0.2 -0.3
H 5.9308 2.0131 -2.1580 0.0 0.3 0.0
S -0.6301 3.0029 4.6020 1.1 -1.9 -0.1
B -2.3532 7.2653 2.2730 0.4 0.3 -0.6

***

29
Properties=species:S:1:pos:R:3:forces:R:3 method="wB97M-V/def2-TZVPD" e_homo_ev=-9.1 relative_energy_kcal_mol=62.3 total_charge=0 orbital_gap_ev=9.72 e_lumo_ev=0.66 fmax_ev_per_a=3.703 multiplicity=1 molar_mass_g_mol=191.30
H 1.3501 -0.9827 -1.7486 0.9 0.2 0.2
H -2.1039 -1.4089 0.2071 1.1 1.7 -1.4
H 0.1177 -2.4733 1.3759 -0.7 -0.9 0.2
H 0.0238 -1.9893 -1.3059 -0.3 -0.2 -1.2
S -1.5364 2.0238 0.1080 -0.7 -0.6 -0.2
C 1.8287 0.4261 1.1625 -0.9 1.4 -3.3
C 0.5050 -0.4096 0.9269 1.0 -2.5 0.0
O -2.3134 2.8697 -0.7724 0.2 0.6 -0.2
C -0.2265 -0.1787 -0.4877 -0.9 1.4 1.0
H -1.2508 0.4226 1.9793 -0.2 0.2 0.3
H -0.0964 -0.5105 -2.5609 -0.3 -1.4 0.5
O -2.4005 0.5993 0.1782 -0.5 1.3 0.6
H -0.9552 -1.2727 2.3812 0.0 0.2 -0.1
H 1.7217 -2.1109 1.8132 0.8 0.4 1.1
C -1.7776 -0.4571 -0.4449 0.1 -3.3 1.7
H 1.5603 1.2968 1.7296 0.2 0.6 0.3
H 1.1477 2.3927 -1.8628 0.5 0.1 0.0
H 0.1586 0.0023 2.9255 -0.1 0.0 0.8
C 0.1532 2.0005 -1.9568 -1.9 -1.0 -0.9
H 2.3037 0.8147 0.1674 -1.2 -0.5 1.4
H -2.1993 -0.6320 -1.4352 0.3 0.1 -0.2
C -0.4884 -0.3194 2.1269 1.0 0.8 -0.4
C 0.2882 -0.9803 -1.6298 0.2 0.4 -0.2
H 1.3766 -2.4489 0.1615 -0.4 1.0 0.9
C 0.9760 -1.9221 1.0912 -0.2 -0.1 -3.0
H -0.6018 2.8232 -2.1769 1.1 -1.0 0.1
H 0.0723 1.2009 -2.7410 0.5 1.5 0.0
H 2.6809 -0.0624 1.5682 0.1 -0.9 0.9
N -0.3143 1.2861 -0.7794 0.3 0.5 1.1

***

23
Properties=species:S:1:pos:R:3:forces:R:3 method="wB97M-V/def2-TZVPD" e_homo_ev="-12.6 / -12.6" relative_energy_kcal_mol=73.4 total_charge=+1 orbital_gap_ev="9.66 / 4.44" e_lumo_ev="-2.98 / -8.18" fmax_ev_per_a=3.878 multiplicity=2 molar_mass_g_mol=113.20
C 0.0518 1.5238 0.0572 0.5 0.4 -0.2
H -1.4831 0.0779 0.6325 0.1 0.4 -0.5
H 0.1080 -0.9399 2.4509 0.0 0.1 0.0
H 1.1045 1.6850 0.3309 -0.1 -0.1 0.0
H -0.9349 3.1641 1.0868 -0.6 0.0 -0.4
H 0.0011 1.1172 -0.9612 0.3 0.0 0.2
H -0.9140 -1.9726 0.5269 0.1 -1.2 0.7
C -1.1225 3.4838 -1.0106 -1.1 0.1 0.0
C 0.6929 -1.9200 -0.6986 1.9 0.1 -0.2
H -1.1279 1.0942 1.8408 1.0 -0.2 0.9
H 0.3099 -3.7860 -1.7779 0.2 0.0 0.0
C 1.1588 -3.2764 -1.3162 -2.1 0.4 1.0
H -0.8172 3.4176 -2.0459 0.4 -1.0 0.0
H -2.0276 4.0729 -0.9675 0.4 1.0 0.6
H 1.3591 -0.3469 1.3421 -0.1 -0.3 0.0
H -0.0299 -1.3969 -1.3525 -0.1 -0.2 0.2
N 0.1028 -1.8781 0.6347 -1.5 3.0 -1.9
H 1.4680 -3.8756 -0.4644 0.7 -0.2 -0.4
C -0.7076 2.8300 0.0693 0.2 -0.4 -0.1
C 0.3041 -0.6297 1.4145 1.5 -1.0 1.8
H 1.8841 -3.0417 -2.0696 0.6 -0.2 -0.1
C -0.5830 0.5577 1.0656 -1.8 -0.7 -1.8
H 1.5919 -1.2896 -0.6487 -0.3 -0.1 0.1

***

54
Properties=species:S:1:pos:R:3:forces:R:3 method="wB97M-V/def2-TZVPD" e_homo_ev=-12.9 total_charge=+1 orbital_gap_ev=9.05 e_lumo_ev=-3.87 fmax_ev_per_a=2.996 multiplicity=1 molar_mass_g_mol=564.42
C -3.7225 2.2211 -1.7040 0.7 -0.1 -0.2
C 4.3678 -2.3985 0.8616 0.0 0.0 -0.1
H -0.0839 4.0159 1.1095 0.2 0.3 0.2
H 3.6554 -0.3335 0.8941 0.0 0.0 0.1
O 3.9564 -2.8258 2.1668 0.0 0.1 -0.1
O -3.9737 -3.3066 -0.7583 -0.2 0.1 0.0
C -6.0983 -4.0174 -0.2505 -0.1 0.1 0.0
H -5.6037 -2.4657 -1.7032 0.0 -0.1 0.0
C -0.8734 3.0042 3.5646 0.1 -0.1 0.2
C -4.0379 -4.6591 -0.9174 -0.1 0.0 0.0
H 2.7993 1.5605 -6.4385 -0.2 -0.1 0.0
H 5.3898 -2.0322 0.8840 0.0 0.0 0.2
S -1.9211 2.1641 -0.0990 -1.5 0.1 0.6
H -0.4050 1.8822 6.4385 -0.2 0.0 0.0
C -0.0877 1.9892 5.4066 0.2 0.0 0.1
H 5.0785 0.6868 -5.0886 0.0 0.0 0.2
O -4.8275 2.4537 -1.7753 -1.3 0.2 -0.2
O 3.6279 -0.1180 -3.8199 0.2 -0.1 -0.1
C 3.0530 1.4544 -5.3890 0.2 0.1 -0.1
O 1.9658 -2.8966 3.2145 -0.2 0.0 0.2
P 0.2706 2.4440 -0.2070 2.2 -1.1 1.6
O 2.2117 -1.7494 1.2979 0.0 0.1 -0.1
O -3.1046 -5.3412 -1.1619 0.3 -0.1 -0.1
H 3.9665 -0.4790 -5.8259 -0.1 0.0 0.0
O 1.6571 -0.1970 -2.7603 -0.2 0.5 0.2
C 2.6478 -2.5318 2.3179 0.1 0.0 -0.1
C -5.3144 -2.8011 -0.7057 -0.1 0.0 0.0
C 4.0492 0.3452 -5.1181 0.1 0.1 -0.2
C 3.3520 -1.3193 0.5405 0.1 0.0 -0.1
H -6.1503 -4.0992 0.8359 0.0 0.0 0.0
O 0.6956 2.4963 -1.6830 -0.2 -0.4 -1.3
N 1.0224 1.4435 0.6899 -1.4 -0.1 -0.3
C -1.7832 -0.3146 0.0846 0.5 0.7 1.5
H -7.1038 -4.0570 -0.6584 0.0 -0.2 -0.1
H -5.3838 -1.9655 -0.0136 0.2 0.0 0.1
N -2.2075 0.7107 0.6848 0.1 0.3 -1.2
C 0.7044 3.2552 5.1470 0.1 -0.1 0.2
O 1.9099 1.0146 -4.6298 0.0 0.2 -0.1
S -1.0694 -1.5738 -0.3262 0.0 -0.9 -0.7
H 0.4101 4.0787 5.7969 -0.1 0.0 0.0
H 3.3789 2.4191 -5.0007 0.0 0.0 0.1
H 0.4437 1.0881 5.1009 0.0 0.0 -0.1
H 1.7781 3.1145 5.2146 0.0 0.0 -0.2
H 4.3081 -3.2479 0.1796 0.0 0.0 0.0
C 2.3436 0.2022 -3.6644 -0.1 -0.3 0.2
O -5.3050 -5.0957 -0.7575 0.0 0.1 0.0
H 0.4237 0.7591 1.1372 0.5 -0.3 0.2
H 3.1087 -1.2564 -0.5170 -0.2 0.0 0.0
N -2.5169 1.9396 -1.6767 0.9 0.0 0.5
O -1.2260 2.1686 4.5391 0.0 -0.1 0.0
O -1.5379 3.2238 2.5876 0.2 0.1 -0.6
O 0.3869 3.9249 0.2562 -0.9 0.6 -0.5
H 0.8753 1.5699 -2.0054 0.1 0.5 -0.1
O 0.3144 3.5730 3.7960 0.0 0.1 0.0